{
  "formula": "C25H73AsF6O11",
  "method": "ωB97M-V/def2-TZVPD",
  "species": ["O", "H", "H", "H", "As", "F", "F", "F", "F", "F", "F", "C", "C", "O", "H", "H", "H", "H", "H", "H", "C", "C", "O", "H", "H", "H", "H", "H", "H", "C", "C", "O", "H", "H", "H", "H", "H", "H", "C", "C", "O", "H", "H", "H", "H", "H", "H", "C", "C", "O", "H", "H", "H", "H", "H", "H", "C", "C", "C", "O", "H", "H", "H", "H", "H", "H", "H", "H", "C", "C", "C", "O", "H", "H", "H", "H", "H", "H", "H", "H", "C", "C", "C", "O", "H", "H", "H", "H", "H", "H", "H", "H", "C", "C", "C", "O", "H", "H", "H", "H", "H", "H", "H", "H", "C", "C", "C", "O", "H", "H", "H", "H", "H", "H", "H", "H"],
  "positions_angstrom": [[0.21306, 3.67689, 2.73687], [-0.64926, 3.90444, 2.38158], [0.84478, 3.34029, 2.09716], [0.14752, 3.11587, 3.51311], [0.10177, 0.08963, 0.24422], [0.20825, 1.67509, 1.01374], [0.51560, -0.79279, 1.80034], [-0.00402, -1.49495, -0.64440], [-0.22492, 0.97014, -1.30449], [1.89006, 0.18332, -0.08775], [-1.62920, -0.10449, 0.70492], [2.22721, 2.01266, -3.77058], [2.80413, 2.47015, -2.45991], [1.74893, 2.81423, -1.58265], [3.01957, 1.69410, -4.44792], [1.61645, 2.77793, -4.24956], [1.57531, 1.17414, -3.52559], [3.40532, 3.37283, -2.56870], [3.37264, 1.63402, -2.05274], [1.27267, 2.00823, -1.37019], [-1.36624, 0.38376, 4.09754], [-0.94746, 1.47669, 5.13492], [0.30013, 2.08617, 4.86677], [-2.25508, -0.16032, 4.41697], [-0.61481, -0.39257, 3.95344], [-1.55070, 0.79651, 3.10571], [-0.87812, 1.07667, 6.14649], [-1.72443, 2.24009, 5.17524], [0.62879, 2.46770, 5.68410], [3.51579, 5.45158, 2.61912], [2.59370, 5.23787, 1.45306], [2.46241, 3.85662, 1.26763], [3.70393, 6.52391, 2.67223], [4.46683, 4.94180, 2.46503], [3.15748, 5.06244, 3.57217], [2.98174, 5.73806, 0.56574], [1.60502, 5.61621, 1.71282], [2.24382, 3.63514, 0.35947], [3.00199, 0.40143, 4.38081], [2.88473, 0.81982, 2.90776], [3.87384, 1.80715, 2.62368], [2.25792, -0.36696, 4.59063], [2.81733, 1.31777, 4.94146], [3.99356, 0.01162, 4.61086], [1.91190, 1.27407, 2.71977], [3.05033, 0.00681, 2.20087], [3.47839, 2.50423, 2.09521], [2.55740, -3.58033, 0.39933], [2.31181, -3.76623, 1.93249], [2.37833, -2.54871, 2.64122], [2.51894, -4.52705, -0.13950], [3.51059, -3.09640, 0.18633], [1.88696, -2.80605, 0.02638], [2.97075, -4.50266, 2.39242], [1.26491, -4.06970, 1.92996], [1.63029, -2.00016, 2.39398], [-4.08814, 2.87541, 0.82561], [-2.59993, 3.34939, 0.83605], [-2.34529, 4.59413, -0.01450], [-2.37359, 3.70452, 2.21856], [-4.22980, 2.03422, 1.50415], [-4.43508, 2.46208, -0.12143], [-4.75354, 3.65785, 1.19049], [-1.94050, 2.53335, 0.54050], [-3.03483, 5.38148, 0.29001], [-2.50138, 4.39636, -1.07498], [-1.34440, 4.94765, 0.23317], [-3.16349, 4.04037, 2.64853], [1.65926, -1.67475, -4.06575], [3.14131, -1.78221, -3.64232], [3.52879, -3.14315, -2.98437], [3.94709, -1.66977, -4.78316], [1.05307, -1.45018, -3.18814], [1.35083, -2.57527, -4.59680], [1.55710, -0.86595, -4.78929], [3.41170, -0.95432, -2.98690], [3.29153, -4.06290, -3.51904], [2.87868, -3.27732, -2.11982], [4.56284, -3.16776, -2.64053], [4.86123, -1.71848, -4.49409], [-1.46402, -4.40151, -1.01126], [-1.22886, -4.29713, -2.53058], [-0.01049, -5.17574, -2.90620], [-2.27575, -4.94693, -3.19855], [-2.35510, -3.83664, -0.73740], [-0.63584, -3.97969, -0.44180], [-1.62425, -5.44278, -0.73167], [-1.18169, -3.25006, -2.82978], [0.07666, -5.21018, -3.99217], [-0.14407, -6.18494, -2.51660], [0.81509, -4.79706, -2.30361], [-2.31732, -4.56268, -4.07733], [-2.72971, -1.12140, -3.30702], [-2.68283, 0.20240, -4.05975], [-1.40557, 0.33605, -4.90420], [-3.83356, 0.28828, -4.90079], [-1.85413, -1.25436, -2.67158], [-2.69230, -1.89274, -4.07626], [-3.69270, -1.20607, -2.80346], [-2.65085, 1.04191, -3.36527], [-0.56833, 0.51272, -4.22898], [-1.48440, 1.20827, -5.55313], [-1.16682, -0.61189, -5.38637], [-4.56581, 0.57049, -4.34784], [-2.88668, -3.04025, 2.15035], [-3.85590, -1.83831, 2.25065], [-4.58814, -1.64973, 0.91583], [-4.74691, -2.18624, 3.28486], [-2.16248, -2.98206, 1.33780], [-3.45485, -3.94950, 1.95406], [-2.30898, -3.31956, 3.03146], [-3.31655, -0.91488, 2.46155], [-5.29757, -0.82357, 0.96354], [-5.13087, -2.51189, 0.52823], [-3.85292, -1.47338, 0.13067], [-4.23765, -2.37239, 4.07707]],
  "atomic_forces_ev_per_a": [[0.575, 1.613, 0.245], [-1.839, 0.017, -0.418], [1.319, -0.350, -1.130], [0.088, -1.484, 1.823], [0.774, -2.452, -0.491], [-0.280, -0.705, -0.075], [-0.779, 1.321, -1.781], [0.157, 2.067, 1.059], [-0.083, -1.058, 1.592], [-2.257, -0.056, 0.188], [1.845, 0.763, -0.711], [-0.075, -0.067, -0.150], [-0.207, 0.088, -0.254], [0.152, 0.761, 0.822], [-0.095, -0.136, -0.102], [0.074, 0.085, 0.020], [0.008, -0.190, -0.339], [0.239, -0.166, 0.052], [0.393, 0.194, 0.245], [-0.198, -0.074, -0.066], [0.819, 0.431, 0.444], [-1.307, -1.208, 0.098], [0.360, 0.511, -1.086], [-0.173, 0.395, 0.208], [0.284, 0.212, 0.191], [-0.090, 0.192, 0.080], [-0.176, -0.402, -0.056], [-0.169, 0.145, -0.112], [0.163, 0.034, 0.010], [0.638, 0.323, 0.025], [-0.089, 0.310, 0.705], [-0.462, -1.289, -0.059], [0.090, 0.011, 0.405], [0.067, 0.077, -0.236], [-0.378, 0.161, -0.078], [-0.102, -0.073, -0.087], [-0.103, 0.530, -0.239], [-0.065, -0.281, -0.900], [-0.180, 0.270, -1.028], [0.664, 0.145, 0.101], [0.438, 0.153, 0.405], [-0.012, 0.053, 0.205], [0.036, -0.227, 0.387], [-0.032, 0.050, -0.086], [-0.267, -0.323, 0.076], [-0.299, -0.244, 0.264], [-0.010, 0.042, -0.152], [0.851, 0.701, 1.036], [-0.891, 0.607, -1.755], [0.839, -0.173, 0.485], [-0.285, 0.096, -0.066], [0.473, -0.350, 0.256], [-0.597, -0.499, -0.130], [-0.093, 0.126, 0.001], [-0.074, -0.777, 0.566], [-0.002, 0.022, -0.199], [0.730, -0.606, -0.177], [-2.470, 0.315, -0.138], [-0.312, -0.407, 0.579], [1.591, -0.259, 0.231], [0.337, -0.044, 0.241], [0.088, 0.487, -0.244], [-0.015, 0.268, -0.321], [0.041, 0.067, 0.412], [-0.114, 0.040, -0.019], [0.355, 0.023, 0.028], [0.170, 0.065, -0.532], [-0.131, 0.041, -0.257], [1.091, 0.078, -0.016], [-0.010, -1.598, 0.067], [-1.441, 0.573, 0.994], [0.310, 0.560, -1.362], [-0.202, -0.253, -0.067], [-0.134, -0.168, 0.303], [0.052, 0.167, 0.126], [-0.279, 0.004, 0.490], [0.219, 0.387, -0.872], [0.229, 0.203, 0.439], [0.031, 0.098, -0.079], [0.087, -0.041, -0.097], [-0.340, 0.417, -0.606], [1.052, -1.768, 0.974], [-0.118, 1.139, 1.114], [-1.724, 0.248, -0.371], [-0.090, -0.022, -0.015], [0.121, -0.078, -0.112], [0.062, -0.033, -0.018], [0.443, -0.075, -0.038], [0.635, 0.110, 0.143], [-0.473, -0.040, -0.194], [0.743, 0.157, -0.776], [-0.206, -0.145, -0.131], [0.134, 0.329, -0.700], [0.719, -0.163, -0.108], [-0.361, -0.134, 0.813], [0.176, 0.291, -0.127], [-0.257, 0.108, 0.358], [-0.099, -0.217, 0.014], [0.230, -0.155, 0.394], [-0.297, 0.149, 0.224], [0.000, 0.093, 0.141], [0.036, -0.338, -0.317], [-0.182, 0.212, -0.570], [-0.139, -0.062, -0.053], [0.290, -0.268, -0.727], [0.913, -1.680, -0.745], [0.054, -0.033, 0.049], [-1.065, 0.644, 0.323], [0.011, 0.375, -0.037], [-0.378, 0.086, -0.158], [-0.035, 0.650, 0.442], [0.043, 0.095, 0.137], [0.078, 0.120, -0.004], [-0.096, -0.324, 0.605], [0.158, 0.428, 0.130], [0.059, -0.041, 0.008]],
  "gap_ha": 0.326,
  "e_above_lowest_kj_mol": 32.7
}